Formula: C4H14N2O
Source: the OMol25 dataset
Level of theory: ωB97M-V/def2-TZVPD

Last column: natural (NBO) charge in e.
Atoms and positions in Å:
C: 2.045 0.196 -0.956  -0.2620
C: 1.377 1.433 -0.288  -0.3783
C: -0.135 1.239 -0.236  -0.2951
C: -0.379 -0.606 1.681  -0.4502
N: -0.442 -0.074 0.284  -0.1360
N: 1.832 -0.947 -0.131  -0.4734
H: 1.583 0.092 -1.948  0.2521
H: 3.108 0.387 -1.111  0.3231
H: 1.774 1.566 0.730  0.2509
H: 1.770 2.340 -0.772  0.3078
H: -0.578 1.985 0.468  0.3787
H: -0.528 1.441 -1.232  0.2879
H: -1.085 -0.121 2.368  0.3016
H: -0.602 -1.696 1.631  0.2749
H: -1.269 -0.568 -0.088  0.4773
H: 2.603 -1.226 0.484  0.4542
H: 1.610 -1.748 -0.728  0.4389
H: 0.646 -0.529 2.022  0.2389
H: -4.883 -0.502 -1.022  0.4940
H: -4.384 -1.670 -0.275  0.4800
O: -4.064 -0.993 -0.881  -0.9655

Cartesian forces, eV/Å:
-1.17 0.00 -0.35
2.24 1.45 1.58
0.35 -1.37 -0.64
1.03 -0.47 0.03
-0.41 -0.20 1.30
-0.58 -0.01 -2.89
0.14 -0.40 0.30
0.31 0.38 0.45
-0.09 -0.30 -0.11
-0.87 -0.15 -0.23
0.43 -0.14 0.23
-0.57 -0.64 0.11
-0.13 0.18 -0.36
-0.15 0.82 -0.11
0.27 0.18 -1.22
-0.46 0.43 0.87
-0.37 -0.21 0.41
-0.26 0.41 0.49
0.16 0.29 -0.32
0.17 -0.32 0.00
-0.05 0.05 0.45

Values from the calculation:
- net charge = +2
- frontier orbital gap (hartree) = 0.141
- energy above the lowest of the compared OMol25 structures with the same formula, charge and spin (kJ/mol) = 588.56
- energy (eV) = -9380.466
- M (u) = 106.17